Run a
{
  "formula": "C3H7N3O",
  "method": "ωB97M-V/def2-TZVPD",
  "species": ["H", "N", "C", "N", "C", "O", "N", "C", "H", "H", "H", "H", "H", "H"],
  "xyz": [[0.584, -3.018, -1.560], [0.915, -2.089, -1.306], [0.149, -1.200, -1.774], [0.410, 0.168, -1.455], [-0.403, 0.480, -0.337], [-1.574, 0.149, -0.299], [0.231, 1.083, 0.705], [-0.419, 1.071, 2.001], [-0.754, -1.368, -2.361], [1.403, 0.271, -1.266], [1.214, 1.290, 0.653], [-0.972, 0.132, 2.108], [-1.124, 1.901, 2.107], [0.339, 1.127, 2.785]],
  "e_lumo_ev": 0.918,
  "gap_ev": 10.8
}

Run b
{
  "formula": "C3H7N3O",
  "method": "ωB97M-V/def2-TZVPD",
  "species": ["H", "N", "C", "N", "C", "O", "N", "C", "H", "H", "H", "H", "H", "H"],
  "xyz": [[0.299, 2.764, -3.043], [0.444, 2.554, -2.056], [-0.028, 1.384, -1.862], [0.072, 0.862, -0.578], [-0.142, -0.439, -0.122], [-0.491, -1.358, -0.837], [0.056, -0.558, 1.234], [-0.016, -1.859, 1.869], [-0.907, 1.491, -2.490], [0.264, 1.598, 0.092], [0.596, 0.153, 1.703], [-0.763, -2.454, 1.342], [-0.324, -1.742, 2.912], [0.940, -2.396, 1.837]],
  "e_lumo_ev": 0.799,
  "gap_ev": 10.5
}

The structure with the most favorable energy is run a; the runner-up is 0.863 eV above it.

Run a
{
  "formula": "C3H6N3O",
  "method": "ωB97M-V/def2-TZVPD",
  "species": ["C", "N", "N", "C", "C", "N", "O", "H", "H", "H", "H", "H", "H"],
  "xyz": [[-1.606, 0.152, 2.105], [-1.050, -0.141, 0.991], [0.040, 0.649, 0.371], [0.400, -0.228, -0.658], [1.413, 0.073, -1.709], [-0.412, -1.232, -0.477], [-0.972, -2.231, -0.692], [-2.586, -0.286, 2.362], [-1.141, 1.033, 2.667], [0.611, 1.348, 0.973], [1.494, -0.519, -2.624], [1.348, 1.097, -2.045], [2.460, 0.284, -1.264]],
  "e_lumo_ev": -5.830,
  "total_charge": 1,
  "gap_ev": 8.1
}

Run b
{
  "formula": "C3H6N3O",
  "method": "ωB97M-V/def2-TZVPD",
  "species": ["H", "N", "N", "C", "C", "C", "N", "O", "H", "H", "H", "H", "H"],
  "xyz": [[-2.798, 1.491, -0.563], [-2.188, 1.084, 0.021], [-1.039, 1.636, 0.071], [0.001, 0.872, 0.242], [-0.301, -0.549, 0.150], [0.889, -1.585, -0.023], [-1.484, -0.901, -0.105], [-2.226, -1.753, -0.205], [-0.953, 2.659, 0.280], [0.955, 1.268, 0.683], [0.955, -2.322, -0.850], [0.925, -2.231, 0.867], [1.842, -0.984, -0.149]],
  "e_lumo_ev": [-5.900, -5.901],
  "total_charge": 1,
  "gap_ev": [8.3, 8.3]
}

The structure with the most favorable energy is run b; the runner-up is 0.574 eV above it.